## A
ORCA calculation (ωB97M-V with the def2-TZVPD basis set) on 2 unconnected molecules or ions with the total composition C13H12O.

CARTESIAN COORDINATES (ANGSTROEM)
1 C -0.870 3.747 0.140
2 C -0.067 2.920 0.500
3 C 3.577 -0.940 -0.375
4 C 3.463 -0.585 0.975
5 C 2.609 -0.628 -1.375
6 C 2.208 -0.185 1.363
7 C 1.417 -0.125 -1.021
8 C 1.126 0.034 0.395
9 C -3.143 -0.998 -0.488
10 C -2.628 0.528 -0.232
11 C -1.819 -1.573 -0.042
12 C -0.148 0.290 0.787
13 C -1.437 -0.160 0.417
14 O -1.009 0.067 1.758
15 H -1.649 4.507 0.299
16 H 4.537 -1.383 -0.629
17 H 4.253 -0.819 1.649
18 H 2.741 -0.876 -2.463
19 H 2.037 0.265 2.296
20 H 0.665 0.265 -1.627
21 H -4.001 -1.252 0.063
22 H -3.387 -1.260 -1.437
23 H -2.242 0.992 -1.141
24 H -3.204 1.317 0.293
25 H -1.721 -2.242 0.807
26 H -1.309 -1.907 -0.911

Computed properties:
Gap between HOMO and LUMO (alpha / beta) ... 0.24717 / 0.24742 Eh
Molecular weight ... 184.24 g mol⁻¹
HOMO (alpha / beta) ... -0.300 / -0.300 hartree
Total charge ... 0

Listed below, in e, are the Löwdin charges computed for each atom: -0.193 -0.144 -0.046 -0.060 -0.067 0.031 -0.001 -0.153 -0.116 -0.013 -0.060 -0.172 -0.362 0.191 -0.016 0.103 0.102 0.129 0.109 0.111 0.091 0.065 0.107 0.126 0.130 0.107

## B
ORCA calculation (ωB97M-V with the def2-TZVPD basis set) on 2 unconnected molecules or ions with the total composition C13H12O.

CARTESIAN COORDINATES (ANGSTROEM)
1 C -0.420 3.243 -1.222
2 C -0.394 2.306 -0.453
3 C -2.744 -1.060 -1.071
4 C 2.641 -1.886 -0.394
5 C -1.856 0.009 -1.128
6 C 1.231 -1.202 -0.294
7 C -2.934 -1.460 0.238
8 C 3.510 -0.990 0.014
9 C -1.247 0.170 0.110
10 C 1.443 0.030 0.146
11 C -2.027 -0.673 1.139
12 C 2.906 0.308 0.419
13 C -0.284 1.248 0.443
14 O -0.244 1.614 1.825
15 H -0.619 4.158 -1.734
16 H -3.276 -1.357 -1.942
17 H 2.812 -2.988 -0.669
18 H -1.839 0.617 -2.121
19 H 0.499 -1.583 -0.829
20 H -3.625 -2.172 0.707
21 H 4.613 -1.162 0.045
22 H -2.713 -0.029 1.794
23 H -1.326 -1.191 1.793
24 H 3.085 0.502 1.442
25 H 3.401 1.008 -0.184
26 H -0.591 2.540 1.925

Computed properties:
Gap between HOMO and LUMO ... 0.29991 Eh
Molecular weight ... 184.24 g mol⁻¹
HOMO ... -0.287 hartree
Total charge ... 0

Listed below, in e, are the Löwdin charges computed for each atom: 0.162 -0.108 -0.114 -0.064 -0.067 -0.043 -0.075 -0.161 -0.207 0.010 -0.124 -0.157 -0.320 -0.007 0.034 0.089 0.120 0.152 0.043 0.099 0.115 0.159 0.123 0.109 0.105 0.125

Quick look at relative energies in eV: A 1.383; B 0.000.